No. 1
13
Properties=species:S:1:pos:R:3:forces:R:3 method="wB97M-V/def2-TZVPD" multiplicity=1 lumo_energy_ev=0.6 charge=0 e_homo_ev=-10.08 relative_energy_kcal_mol=37.18 gap_ha=0.3943
C 1.596474 1.067146 0.164825 -0.46 -1.20 0.65
C 0.300936 0.793760 0.095669 -0.18 1.23 0.94
C -0.533389 0.404796 -1.017969 -1.87 0.25 -1.85
F -1.891859 0.855076 -0.986184 0.52 -0.12 1.16
H 2.340295 0.760771 -0.529913 0.32 0.24 -0.92
H 1.949981 1.286839 1.149454 0.39 0.43 0.34
H -0.267954 1.016471 0.992839 -0.16 -0.09 0.04
H -0.312755 0.744420 -1.986625 1.53 1.26 -1.11
H -0.599947 -0.607703 -1.283523 -0.09 -2.05 0.78
N -0.659392 -2.627120 1.835673 -0.85 0.70 -0.28
C 0.234893 -2.678935 1.060793 -1.28 -0.71 -0.21
O 0.809403 -2.829557 0.081323 2.20 0.18 -1.67
H -0.816331 -2.724148 2.777361 -0.07 -0.13 2.12



No. 2
50
Properties=species:S:1:pos:R:3:forces:R:3 method="wB97M-V/def2-TZVPD" multiplicity=1 lumo_energy_ev=2.2 charge=-2 e_homo_ev=-5.43 relative_energy_kcal_mol=109.88 gap_ha=0.2809
N -4.763120 8.660854 -7.907605 0.12 0.72 -1.12
H -5.639195 8.746514 -7.412360 -0.45 -0.39 0.41
H -4.469697 7.725927 -8.152410 0.22 -0.86 0.74
H -4.048661 9.230307 -7.477079 0.50 -0.18 0.55
H -4.875393 9.073228 -8.822722 -0.44 0.64 -0.75
C -1.245578 5.468902 -10.882163 -0.55 -0.21 1.03
F -1.315493 6.823851 -10.700876 -0.61 -1.51 -0.28
F -2.306841 4.958327 -11.517647 0.61 1.16 -0.53
F -0.126649 5.236366 -11.529573 0.22 -0.14 -0.65
S -1.178135 4.520933 -9.263325 -0.79 2.40 3.65
O -0.372545 3.351723 -9.421779 -0.28 0.06 -0.67
O -0.651862 5.508673 -8.307806 -0.92 -0.84 -1.40
N -2.880637 4.305199 -8.851840 3.08 -0.01 -0.45
S -3.066158 2.742189 -9.040892 0.98 -4.03 0.78
O -2.730759 2.325248 -10.387148 -0.71 -0.08 -0.09
O -2.500212 1.811760 -7.994447 -1.90 2.61 -1.85
C -4.959855 2.589911 -8.934705 1.97 0.22 1.73
F -5.412938 1.388208 -9.301790 0.28 0.19 0.93
F -5.243825 2.941244 -7.634054 -0.51 -1.07 -0.94
F -5.526932 3.457049 -9.697412 -0.97 1.41 -1.23
C -6.471815 10.470844 -3.105388 -0.23 0.27 0.39
F -6.712842 11.722923 -3.570478 0.38 -1.47 -0.13
F -5.572192 9.810648 -3.855151 0.33 0.81 0.08
F -5.977609 10.650889 -1.847533 -0.49 -0.66 -1.31
S -8.020889 9.405080 -3.078109 -2.16 2.18 2.98
O -7.704417 8.188529 -2.307879 0.20 1.63 -2.41
O -8.942794 10.324499 -2.384770 1.52 -1.06 -0.79
N -8.481575 9.377949 -4.706021 3.33 2.07 2.99
S -9.657129 8.431115 -4.690852 -4.00 -3.41 -2.51
O -9.231287 7.190798 -5.264140 -0.24 -0.79 -0.73
O -10.509093 8.304081 -3.540616 0.21 0.67 -0.04
C -10.931700 9.153273 -6.033935 0.27 -0.04 -0.05
F -11.716733 10.069978 -5.451546 0.59 0.29 -0.23
F -10.373855 9.686040 -7.180464 -0.37 -0.45 1.47
F -11.784874 8.190998 -6.442686 0.80 -0.02 0.18
C -3.148141 12.878094 -9.711813 -0.41 0.37 -1.13
F -4.014788 12.990673 -8.711234 -0.39 0.50 0.02
F -2.244775 13.871709 -9.648790 -0.67 -0.22 -0.14
F -2.509703 11.749247 -9.496356 0.59 -1.00 -0.31
S -4.075861 12.941442 -11.463929 -0.82 1.50 -0.35
O -5.079658 14.006972 -11.300154 1.48 -1.83 0.39
O -3.060484 13.237906 -12.491348 -1.17 -1.24 2.01
N -4.793906 11.380161 -11.499063 1.53 3.33 0.69
S -5.062422 11.107576 -13.023798 -1.15 -2.40 -3.59
O -5.597575 12.185904 -13.882615 1.27 -1.26 1.68
O -4.049821 10.207436 -13.593328 -1.16 1.22 0.56
C -6.662848 9.973242 -12.914850 2.49 1.49 0.56
F -6.735004 9.194126 -13.972359 -0.16 -0.38 -0.07
F -6.600809 9.185693 -11.788801 -0.88 0.77 -0.91
F -7.671463 10.840504 -12.951998 -0.55 -0.97 0.82



No. 3
70
Properties=species:S:1:pos:R:3:forces:R:3 method="wB97M-V/def2-TZVPD" multiplicity=4 lumo_energy_ev="-2.4 / -3.6" charge=+1 e_homo_ev="-10.16 / -10.18" relative_energy_kcal_mol=12.18 gap_ha="0.2837 / 0.2430"
Tc 0.469260 -1.621267 -0.801770 -0.94 1.35 0.67
S -0.092584 -2.122242 1.575078 -0.01 -0.48 -0.18
P 0.318691 -0.136157 1.745766 0.64 -0.43 -0.23
C 0.187045 0.288249 0.081529 -0.18 -0.18 0.28
P -1.321104 0.804765 -0.590628 0.54 -0.13 -0.68
S -1.829704 -0.879302 -1.579572 0.14 -0.60 -0.09
C -0.993792 2.178354 -1.710463 0.00 0.17 -0.16
C -0.321430 3.299660 -1.216032 0.00 0.00 -0.05
C 0.000985 4.348897 -2.065651 -0.03 -0.08 0.01
C -0.329713 4.271589 -3.416683 0.00 -0.02 0.03
C -0.996684 3.157260 -3.910462 0.01 -0.03 0.02
C -1.333495 2.109226 -3.057505 -0.03 0.17 0.03
C -2.702419 1.276042 0.439039 -0.16 0.13 0.23
C -3.206191 0.324915 1.333052 -0.15 0.10 -0.04
C -4.297467 0.638720 2.125268 0.05 0.01 -0.02
C -4.897753 1.891476 2.017653 0.00 -0.01 0.01
C -4.402300 2.834237 1.128429 0.09 -0.02 -0.04
C -3.299351 2.530939 0.333868 -0.06 -0.04 0.16
C 2.035612 0.084343 2.268298 0.14 0.01 0.10
C 3.045557 0.207174 1.313738 0.06 0.04 0.21
C 4.374755 0.276604 1.712214 -0.03 0.02 -0.01
C 4.700296 0.241332 3.061884 0.00 0.01 0.03
C 3.696144 0.133287 4.017949 -0.03 0.00 -0.01
C 2.367102 0.050875 3.624734 0.09 0.01 -0.04
C -0.652352 0.616319 3.048207 -0.17 0.23 0.08
C -1.024466 -0.150010 4.150400 -0.16 0.10 -0.02
C -1.714942 0.447524 5.199725 0.07 -0.04 -0.07
C -2.049606 1.793866 5.133675 0.00 -0.01 0.03
C -1.692516 2.553490 4.025246 0.03 0.00 -0.01
C -0.981242 1.969650 2.988966 0.10 0.01 0.12
H -0.039062 3.347214 -0.165826 0.00 -0.02 -0.15
H 0.516973 5.221816 -1.679243 -0.05 -0.10 -0.04
H -0.064118 5.085064 -4.083833 -0.04 -0.07 0.06
H -1.254967 3.103298 -4.964464 0.01 0.01 0.14
H -1.862841 1.239214 -3.432027 0.07 0.05 0.00
H -2.744219 -0.655039 1.398794 -0.04 0.03 -0.02
H -4.681172 -0.091762 2.828243 0.00 0.04 -0.07
H -5.765971 2.127095 2.624595 0.10 -0.01 -0.03
H -4.872271 3.807428 1.048848 0.02 -0.06 -0.01
H -2.912627 3.266680 -0.361571 -0.05 -0.04 0.04
H 2.790231 0.261234 0.265708 -0.02 0.03 -0.07
H 5.157093 0.364088 0.965230 -0.09 0.01 0.07
H 5.738610 0.308848 3.372155 -0.13 -0.02 -0.04
H 3.948358 0.115940 5.073323 -0.03 0.00 -0.12
H 1.591504 -0.030809 4.377680 0.06 0.01 -0.04
H -0.787038 -1.208471 4.181724 -0.01 0.05 0.02
H -1.984584 -0.138428 6.070237 -0.01 0.02 -0.06
H -2.582713 2.257643 5.956563 0.01 -0.05 -0.09
H -1.962069 3.601767 3.974590 0.03 -0.06 0.00
H -0.684154 2.567613 2.134260 -0.01 -0.02 0.03
O 0.236105 -3.405637 -1.888841 0.15 -0.40 0.00
N 1.302978 -4.235342 -2.040060 -0.52 0.25 -0.20
C 1.143710 -5.279639 -2.885945 -0.21 0.12 0.07
C 2.139214 -6.188283 -3.058949 0.12 -0.20 -0.10
C 3.328426 -6.022792 -2.340765 0.15 0.04 0.08
C 3.472850 -4.940839 -1.508904 0.22 -0.15 -0.01
C 2.438282 -4.007691 -1.362900 0.04 0.30 0.09
S 2.578217 -2.616758 -0.356355 0.19 -0.07 0.02
H 0.184599 -5.323702 -3.376879 -0.04 0.03 0.04
H 1.993611 -7.014649 -3.741990 0.01 0.06 0.08
H 4.134402 -6.740132 -2.444343 -0.07 0.08 0.00
H 4.385221 -4.769507 -0.949456 -0.10 -0.03 -0.07
N -0.325004 -1.917829 -4.302387 0.00 -0.04 0.04
C 0.470721 -0.861308 -4.216151 0.15 0.01 -0.04
N 0.577958 -0.062544 -5.285204 -0.03 -0.06 0.14
S 1.403774 -0.481591 -2.832478 -0.01 -0.05 -0.16
H -0.943522 -2.047293 -5.084673 -0.02 0.02 -0.03
H -0.414610 -2.527477 -3.498279 0.06 -0.05 0.06
H 0.110158 -0.264370 -6.151898 0.04 -0.02 -0.03
H 1.181603 0.737137 -5.234457 0.01 0.11 0.01



No. 4
20
Properties=species:S:1:pos:R:3:forces:R:3 method="wB97M-V/def2-TZVPD" multiplicity=2 lumo_energy_ev="-2.6 / -8.1" charge=+1 e_homo_ev="-14.05 / -13.86" relative_energy_kcal_mol=33.69 gap_ha="0.4221 / 0.2108"
N 2.395232 -1.075892 0.955244 0.56 2.09 -0.05
C 2.434067 -0.274438 -0.281517 0.30 0.62 0.98
C 1.245784 0.748641 -0.229271 3.01 -2.06 -2.57
N 0.024293 -0.000490 -0.414925 -1.56 3.41 3.14
C -1.192434 0.831896 -0.417531 -1.04 0.17 -2.87
C -2.519670 -0.004153 -0.520420 2.23 -0.85 0.36
N -2.594525 -0.740736 0.740400 -1.45 0.21 0.47
H 2.708877 -0.432465 1.719896 -0.38 -0.98 -0.54
H 3.173258 -1.663216 0.766765 0.68 -1.38 0.75
H 3.367638 0.418144 -0.408278 -1.32 -1.51 0.10
H 2.356086 -1.032420 -1.092225 0.00 1.05 0.05
H 1.636151 1.269337 -1.145891 -1.85 0.92 0.95
H 1.333874 1.238358 0.763665 -0.56 0.10 -0.72
H -0.114601 -0.672080 0.340366 0.29 -1.55 -0.32
H -1.104335 1.509083 -1.293807 -0.01 -0.31 0.23
H -1.220771 1.574399 0.404083 0.41 -0.71 0.28
H -2.320737 -0.813951 -1.258848 -0.51 0.95 -0.10
H -3.365761 0.637504 -0.776366 0.13 -0.09 -0.11
H -2.876605 -0.079383 1.484268 0.15 -0.68 -0.33
H -3.365827 -1.438138 0.664388 0.93 0.60 0.31



No. 5
13
Properties=species:S:1:pos:R:3:forces:R:3 method="wB97M-V/def2-TZVPD" multiplicity=1 lumo_energy_ev=0.6 charge=0 e_homo_ev=-9.86 relative_energy_kcal_mol=157.26 gap_ha=0.3842
C -2.753514 1.271889 0.734664 0.00 2.23 0.13
C -1.886663 0.776619 0.014039 -5.04 3.17 3.38
C -0.857167 0.426246 -0.812904 3.03 -0.83 -4.62
O -0.190777 -0.643341 -0.031693 2.74 0.38 -2.03
C 1.078562 -0.799913 -0.572763 3.33 1.69 -1.78
O 1.433913 -0.589529 -1.755157 -1.92 -0.90 2.87
N 2.139932 -1.036354 0.363529 -1.05 0.67 0.67
O 1.613348 -0.695387 1.739153 -0.83 -3.49 -0.95
H -3.414412 2.146006 1.339792 2.14 -3.47 -1.97
H -1.150896 -0.015995 -1.886070 0.38 0.86 2.47
H -0.129373 1.384252 -1.159265 -1.66 -2.68 1.48
H 3.204224 -0.703789 0.096064 -4.06 -0.79 1.16
H 0.912823 -1.520703 1.930611 2.96 3.16 -0.81